{"formula": "C8H16N2O7", "method": "ωB97M-V/def2-TZVPD", "smiles": "C[C@@H](O)[C@H](N)C(=O)O.N[C@@H](CC(=O)O)C(=O)O", "e_tot_ev": -25867.817, "e_homo_ev": -9.759, "mol_weight_g_mol": 252.2, "orbital_gap_ev": 10.0, "e_lumo_ev": 0.22, "species": ["C", "C", "O", "C", "N", "C", "O", "O", "H", "H", "H", "H", "H", "H", "H", "H", "H", "N", "C", "C", "C", "O", "O", "C", "O", "O", "H", "H", "H", "H", "H", "H", "H"], "positions_angstrom": [[-0.17, -1.30, 0.45], [-1.59, -1.21, -0.20], [-1.65, -0.51, -1.45], [-2.22, -2.59, -0.73], [-1.36, -3.25, -1.70], [-3.52, -2.19, -1.43], [-3.64, -2.50, -2.58], [-4.47, -1.69, -0.65], [0.43, -1.98, -0.04], [0.35, -0.28, 0.49], [-0.35, -1.63, 1.47], [-2.28, -0.68, 0.52], [-1.04, 0.21, -1.49], [-2.33, -3.32, 0.00], [-1.47, -2.85, -2.53], [-1.64, -4.13, -1.81], [-4.06, -1.51, 0.20], [1.73, 3.59, -0.82], [2.25, 2.71, 0.22], [1.19, 2.28, 1.27], [1.75, 1.68, 2.57], [2.76, 1.90, 3.20], [0.76, 0.95, 3.08], [2.85, 1.46, -0.48], [3.24, 1.50, -1.61], [2.83, 0.29, 0.20], [2.46, 3.83, -1.44], [0.96, 3.06, -1.36], [3.08, 3.21, 0.74], [0.58, 3.17, 1.62], [0.48, 1.57, 0.84], [1.09, 0.59, 3.88], [3.00, -0.36, -0.41]], "nbo_charge": [-0.63, 0.11, -0.74, -0.19, -0.79, 0.78, -0.58, -0.65, 0.23, 0.20, 0.22, 0.14, 0.48, 0.21, 0.37, 0.35, 0.48, -0.80, -0.16, -0.52, 0.80, -0.58, -0.68, 0.77, -0.59, -0.68, 0.38, 0.35, 0.24, 0.27, 0.22, 0.49, 0.49]}


{"formula": "C8H16N3", "method": "ωB97M-V/def2-TZVPD", "total_charge": 1, "e_tot_ev": -13018.085, "e_homo_ev": -13.196, "mol_weight_g_mol": 154.2, "orbital_gap_ev": 10.2, "e_lumo_ev": -2.96, "species": ["C", "C", "C", "C", "C", "C", "C", "C", "N", "N", "N", "H", "H", "H", "H", "H", "H", "H", "H", "H", "H", "H", "H", "H", "H", "H", "H"], "positions_angstrom": [[-1.60, -0.95, 1.26], [-0.65, -0.12, 0.73], [-2.84, -1.07, 0.65], [-2.29, 0.20, -1.12], [-1.08, 0.51, -0.53], [1.88, -0.58, 0.74], [0.83, 1.07, 2.48], [0.70, -0.15, 1.62], [-3.16, -0.54, -0.50], [0.12, 1.21, -1.23], [1.01, -0.22, -3.23], [-1.42, -1.48, 2.17], [0.78, -0.38, -4.17], [-3.57, -1.74, 1.18], [-2.54, 0.44, -2.10], [2.26, 0.22, 0.03], [1.48, -1.50, 0.27], [2.60, -0.78, 1.49], [0.71, 2.01, 2.02], [1.99, 0.96, 2.72], [0.17, 1.18, 3.34], [0.42, -0.96, 2.34], [-0.02, 2.19, -1.38], [0.90, 1.07, -0.51], [1.02, -1.21, -2.85], [0.26, 0.66, -2.15], [2.04, -0.03, -3.27]], "nbo_charge": [-0.25, 0.01, 0.09, 0.02, 0.05, -0.62, -0.62, -0.22, -0.38, -0.75, -1.06, 0.23, 0.40, 0.21, 0.21, 0.18, 0.23, 0.24, 0.21, 0.22, 0.25, 0.23, 0.43, 0.44, 0.39, 0.47, 0.39]}


{"formula": "C8H16N4", "method": "ωB97M-V/def2-TZVPD", "e_tot_ev": -14510.492, "e_homo_ev": [-9.204, -9.204], "mol_weight_g_mol": 168.2, "orbital_gap_ev": [7.6, 7.6], "e_lumo_ev": [-1.63, -1.62], "species": ["C", "C", "C", "C", "C", "C", "C", "C", "N", "N", "N", "N", "H", "H", "H", "H", "H", "H", "H", "H", "H", "H", "H", "H", "H", "H", "H", "H"], "positions_angstrom": [[3.06, 0.05, -1.07], [2.89, 0.24, 1.05], [0.70, -2.74, 0.19], [-1.70, 0.95, 1.11], [0.38, 1.96, 0.26], [-1.13, 0.75, -1.34], [-0.04, -1.55, -0.33], [-0.57, 0.80, 0.13], [4.21, 0.46, -0.62], [4.10, 0.59, 0.75], [2.20, -0.15, 0.00], [0.15, -0.40, 0.47], [2.83, 0.07, -2.05], [2.45, 0.44, 2.08], [1.30, -3.38, -0.50], [1.48, -2.44, 0.99], [0.09, -3.53, 0.65], [-2.02, 2.00, 1.06], [-2.53, 0.40, 0.58], [-1.49, 0.68, 2.11], [0.59, 2.27, 1.28], [-0.14, 2.88, -0.09], [1.27, 1.96, -0.40], [-1.79, 1.58, -1.62], [-0.26, 0.60, -2.08], [-1.61, -0.37, -1.46], [0.12, -1.39, -1.41], [-1.08, -1.75, -0.24]], "nbo_charge": [0.08, 0.12, -0.64, -0.59, -0.60, -0.64, -0.29, 0.02, -0.28, -0.32, -0.36, -0.05, 0.19, 0.21, 0.23, 0.25, 0.22, 0.23, 0.22, 0.24, 0.23, 0.21, 0.24, 0.24, 0.22, 0.20, 0.21, 0.24]}


{"formula": "C8H16NO3S", "method": "ωB97M-V/def2-TZVPD", "total_charge": 1, "s_squared": 2.01, "e_tot_ev": -27009.795, "e_homo_ev": [-9.800, -14.643], "spin_multiplicity": 3, "mol_weight_g_mol": 206.3, "orbital_gap_ev": [5.5, 7.2], "e_lumo_ev": [-4.33, -7.40], "species": ["C", "C", "C", "C", "C", "C", "C", "C", "N", "O", "O", "O", "S", "H", "H", "H", "H", "H", "H", "H", "H", "H", "H", "H", "H", "H", "H", "H", "H"], "positions_angstrom": [[-0.49, -0.95, -0.09], [-3.69, 1.18, 0.15], [-2.22, 1.47, 0.22], [-1.44, 2.27, -0.78], [2.35, -1.55, -1.10], [2.85, 0.72, 0.16], [2.01, -1.18, 1.44], [1.94, -0.57, 0.13], [-1.68, -0.48, -0.13], [-3.93, -0.18, 0.64], [-0.33, -2.27, -0.22], [0.52, -0.14, -0.12], [-3.17, -1.21, -0.39], [-4.22, 1.74, 0.89], [-4.21, 1.45, -0.75], [-2.03, 1.50, 1.32], [-2.06, 2.54, -1.59], [-0.76, 1.51, -1.28], [-1.05, 3.21, -0.34], [1.94, -1.09, -2.03], [3.44, -1.39, -0.85], [2.11, -2.70, -1.14], [2.46, 1.39, -0.61], [3.97, 0.57, 0.11], [2.78, 1.11, 1.18], [1.64, -0.56, 2.33], [1.37, -2.11, 1.39], [3.06, -1.49, 1.81], [-1.17, -2.77, -0.33]], "mulliken_spin": [0.03, 0.00, 0.79, -0.02, 0.00, 0.00, 0.00, 0.00, 0.27, 0.08, 0.05, 0.05, 0.63, 0.05, 0.01, -0.01, 0.00, 0.05, 0.03, 0.00, 0.00, 0.00, 0.00, 0.00, 0.00, 0.00, 0.00, 0.00, 0.00]}


{"formula": "C8H16O3S", "method": "ωB97M-V/def2-TZVPD", "e_tot_ev": -25531.616, "e_homo_ev": -8.985, "mol_weight_g_mol": 192.3, "orbital_gap_ev": 9.6, "e_lumo_ev": 0.61, "species": ["C", "C", "C", "C", "C", "C", "C", "C", "O", "O", "O", "S", "H", "H", "H", "H", "H", "H", "H", "H", "H", "H", "H", "H", "H", "H", "H", "H"], "positions_angstrom": [[-3.02, -0.40, 0.85], [-2.61, -1.27, -0.36], [-2.43, 0.98, 0.64], [-1.11, -1.45, -0.37], [-0.91, 0.86, 0.64], [-0.41, -0.13, -0.43], [4.59, -1.20, -1.50], [1.10, -0.34, -0.29], [1.48, -1.12, 0.73], [1.92, 0.08, -1.08], [4.66, -0.77, 1.16], [4.93, -0.03, -0.07], [-4.15, -0.25, 0.97], [-2.63, -0.76, 1.77], [-3.07, -2.27, -0.28], [-2.83, -0.69, -1.23], [-2.77, 1.19, -0.38], [-2.79, 1.70, 1.47], [-0.67, -1.87, 0.57], [-0.78, -1.99, -1.24], [-0.54, 1.88, 0.30], [-0.49, 0.62, 1.68], [-0.55, 0.40, -1.42], [3.47, -1.03, -1.60], [4.92, -2.24, -1.05], [5.00, -0.78, -2.43], [2.44, -1.31, 0.76], [6.43, 0.14, 0.04]], "nbo_charge": [-0.40, -0.40, -0.40, -0.41, -0.40, -0.31, -0.84, 0.82, -0.70, -0.63, -1.01, 1.07, 0.21, 0.20, 0.22, 0.20, 0.19, 0.22, 0.22, 0.21, 0.22, 0.22, 0.22, 0.28, 0.24, 0.24, 0.52, 0.02]}


{"formula": "C8H16O4", "method": "ωB97M-V/def2-TZVPD", "smiles": "C1COCOC1.C1COCOC1", "e_tot_ev": -16743.402, "e_homo_ev": -10.023, "mol_weight_g_mol": 176.2, "orbital_gap_ev": 11.0, "e_lumo_ev": 0.98, "species": ["C", "C", "O", "C", "O", "C", "H", "H", "H", "H", "H", "H", "H", "H", "C", "C", "O", "C", "O", "C", "H", "H", "H", "H", "H", "H", "H", "H"], "positions_angstrom": [[-3.86, 1.08, -0.64], [-4.08, 1.78, -2.06], [-3.14, 1.08, -2.95], [-3.30, -0.30, -2.94], [-3.12, -0.86, -1.70], [-4.03, -0.42, -0.75], [-2.85, 1.38, -0.32], [-4.58, 1.50, 0.09], [-3.90, 2.87, -2.03], [-5.15, 1.62, -2.31], [-4.32, -0.60, -3.26], [-2.58, -0.68, -3.68], [-5.06, -0.69, -1.05], [-3.80, -0.97, 0.18], [6.00, -3.23, 0.56], [4.67, -2.87, 0.03], [3.81, -4.03, 0.11], [3.73, -4.42, 1.42], [4.97, -4.78, 1.93], [5.87, -3.68, 1.99], [6.49, -4.01, -0.05], [6.64, -2.33, 0.55], [4.87, -2.52, -0.99], [4.22, -2.03, 0.60], [3.19, -3.67, 2.03], [3.13, -5.35, 1.42], [5.49, -2.82, 2.58], [6.81, -4.02, 2.47]], "nbo_charge": [-0.45, -0.07, -0.54, 0.22, -0.53, -0.07, 0.22, 0.20, 0.20, 0.16, 0.12, 0.18, 0.16, 0.20, -0.46, -0.09, -0.52, 0.21, -0.53, -0.07, 0.22, 0.21, 0.20, 0.17, 0.13, 0.18, 0.16, 0.20]}


{"formula": "C8H16RuS4", "method": "ωB97M-V/def2-TZVPD", "total_charge": 4, "e_tot_ev": -54428.132, "e_homo_ev": [-25.985, -25.985], "mol_weight_g_mol": 341.6, "orbital_gap_ev": [6.7, 6.7], "e_lumo_ev": [-19.27, -19.26], "species": ["Ru", "C", "C", "S", "C", "C", "S", "C", "C", "S", "C", "C", "S", "H", "H", "H", "H", "H", "H", "H", "H", "H", "H", "H", "H", "H", "H", "H", "H"], "positions_angstrom": [[0.11, 0.00, -0.08], [-0.16, -1.40, 2.81], [0.39, -0.06, 3.31], [1.07, 0.82, 1.84], [0.72, 2.62, 1.97], [-0.65, 2.90, 1.36], [-0.68, 2.12, -0.29], [-2.45, 2.02, -0.77], [-2.55, 1.01, -1.92], [-1.68, -0.53, -1.43], [-2.83, -1.65, -0.53], [-2.02, -2.32, 0.58], [-1.31, -0.90, 1.48], [-0.74, -1.91, 3.59], [0.60, -2.08, 2.43], [1.22, -0.19, 4.02], [-0.37, 0.58, 3.78], [1.54, 3.11, 1.44], [0.78, 2.90, 3.03], [-0.79, 3.98, 1.20], [-1.48, 2.52, 1.96], [-2.73, 3.03, -1.10], [-3.04, 1.74, 0.11], [-2.05, 1.35, -2.83], [-3.59, 0.75, -2.15], [-3.21, -2.38, -1.26], [-3.67, -1.06, -0.16], [-1.24, -2.99, 0.22], [-2.68, -2.87, 1.27]], "nbo_charge": [0.44, -0.55, -0.54, 0.72, -0.54, -0.54, 0.69, -0.54, -0.54, 0.72, -0.54, -0.55, 0.61, 0.35, 0.29, 0.36, 0.30, 0.32, 0.34, 0.34, 0.28, 0.34, 0.28, 0.32, 0.34, 0.36, 0.30, 0.29, 0.35]}